Record 1
Formula: C19H24BO2Pt
Source: OMol25
Level of theory: ωB97M-V/def2-TZVPD

## Properties
Lowest unoccupied orbital energy (alpha / beta), eV: -10.95 / -13.46
Orbital gap (alpha / beta), eV: 6.08 / 5.25
HOMO energy (alpha / beta), eV: -17.0 / -18.7
ΔE to the lowest compared entry with this formula, charge and spin, kJ/mol: 42.27
2S+1: 5
Calculated total energy, eV: -28076.660
Total charge: +3
<S²>: 6.03

Last column: Löwdin charge in e.
Cartesian coordinates (Å):
Pt  -12.2627  -3.0674  1.6284  1.18
O  -15.0224  -2.8990  0.1329  0.12
O  -14.6113  -0.9307  1.5152  0.21
C  -10.9787  -2.8507  -0.3890  -0.07
C  -18.4856  2.2714  0.9041  0.06
C  -9.5823  -5.5962  2.7655  0.02
C  -12.2053  -4.7578  -1.4605  0.00
C  -18.9317  0.9891  0.2445  -0.11
C  -17.1907  -2.2132  -0.6737  0.11
C  -18.2299  -1.2990  -0.5759  0.06
C  -10.1639  -4.5807  1.7513  -0.28
C  -11.0246  -5.0476  0.7440  0.01
C  -20.1924  0.8859  -0.3862  0.01
C  -10.0767  -2.4049  0.6129  -0.26
C  -9.5355  -1.0018  0.6060  0.02
C  -9.7606  -3.2846  1.6927  -0.04
C  -18.1998  -0.2621  0.4800  -0.34
C  -16.9265  -0.1001  1.3227  0.14
C  -11.3559  -4.1804  -0.3830  -0.29
C  -15.9593  -1.0529  1.0948  -0.04
C  -19.1886  -0.8582  1.7072  0.11
C  -16.0385  -2.1564  0.1932  -0.28
B  -14.0266  -2.1014  1.1612  -0.39
H  -9.7201  -0.5463  1.5923  0.12
H  -11.1803  -2.1258  -1.2028  0.16
H  -18.1511  1.9908  1.9276  0.12
H  -17.5363  2.7085  0.5005  0.16
H  -17.3070  -3.1673  -1.3140  0.19
H  -16.7145  0.8432  1.8708  0.16
H  -12.9085  -5.4278  -0.9729  0.10
H  -9.9119  -6.6750  2.6027  0.13
H  -18.5694  -1.0861  2.6043  0.13
H  -11.3923  -6.0227  0.8322  0.13
H  -9.0819  -2.9169  2.4294  0.15
H  -8.4692  -1.1006  0.4244  0.12
H  -20.0318  -0.2242  1.9385  0.10
H  -9.7010  -5.1815  3.7473  0.09
H  -11.6634  -5.3555  -2.2084  0.13
H  -21.0166  1.3079  0.2310  0.16
H  -20.1012  1.4524  -1.3409  0.18
H  -19.2607  2.9913  0.9253  0.10
H  -19.1064  -1.4143  -1.1279  0.12
H  -12.8015  -3.9533  -1.9060  0.10
H  -8.5244  -5.7248  2.5650  0.10
H  -20.6482  -0.0472  -0.5953  0.10
H  -19.4922  -1.9008  1.4968  0.13
H  -9.9812  -0.4905  -0.1827  0.07

=====

Record 2
Formula: C19H24BrNSiY
Source: OMol25
Level of theory: ωB97M-V/def2-TZVPD

## Properties
Lowest unoccupied orbital energy, eV: 2.10
Orbital gap, eV: 4.89
HOMO energy, eV: -2.8
ΔE to the lowest compared entry with this formula, charge and spin, kJ/mol: 81.13
Calculated total energy, eV: -100549.831
Total charge: -1

Last column: Löwdin charge in e.
Cartesian coordinates (Å):
Y  0.3295  -0.4525  -0.1522  1.13
Br  0.8690  -2.7160  -1.3991  -0.03
Si  2.7346  -0.4191  2.2293  0.36
N  1.0351  -0.7914  1.9154  -0.25
C  0.1818  -0.7648  4.2186  -0.07
C  -1.7884  0.9948  0.3308  -0.21
C  0.9964  -0.7260  -5.2073  -0.23
C  1.5216  1.5000  -4.8373  -0.24
C  -1.9560  -0.8185  -1.0791  -0.26
C  0.3964  -1.4221  2.9845  -0.42
C  3.5582  -1.7475  3.2482  -0.17
C  -1.9932  -0.1654  1.1346  -0.19
C  -1.7776  0.5987  -1.0457  -0.22
C  -2.1102  -1.2839  0.2632  -0.20
C  3.4569  -0.3500  0.4959  -0.20
C  2.2876  -0.6713  -4.5949  -0.24
C  -0.7629  -3.3846  3.8089  -0.10
C  -0.5246  -1.3973  5.2405  -0.10
C  2.6142  0.7030  -4.3656  -0.24
C  -0.0052  -2.7621  2.8202  -0.05
C  -1.0215  -2.6964  5.0071  -0.12
C  0.5230  0.6174  -5.3612  -0.23
C  2.7758  1.1986  3.1625  -0.19
H  0.5415  0.2554  4.3542  0.09
H  3.0651  -1.8744  4.2291  0.04
H  2.4730  1.0729  4.2173  0.02
H  2.0751  1.9076  2.6845  0.03
H  2.9686  0.4561  -0.0907  0.02
H  1.4789  2.5916  -4.8483  0.04
H  -1.8307  2.0092  0.7109  0.10
H  -1.6248  -3.1970  5.7710  0.09
H  3.7815  1.6361  3.1653  0.02
H  4.6010  -1.4248  3.4115  0.03
H  2.9325  -1.5278  -4.3922  0.05
H  3.5522  -2.7258  2.7357  0.04
H  -1.7011  1.2527  -1.9094  0.11
H  -0.4075  0.9178  -5.8482  0.04
H  0.4780  -1.6304  -5.5324  0.05
H  0.2859  -3.2428  1.8810  0.09
H  -0.6925  -0.8863  6.1957  0.10
H  3.2691  -1.3207  -0.0013  0.01
H  4.5405  -0.1535  0.5100  0.04
H  -2.1810  -0.1639  2.2124  0.11
H  -1.1370  -4.4031  3.6457  0.10
H  3.5465  1.0812  -3.9407  0.04
H  -2.3475  -2.3068  0.5538  0.11
H  -2.0174  -1.4599  -1.9452  0.09

=====

Record 3
Formula: C19H24CdCl2N5O2S3Si
Source: OMol25
Level of theory: ωB97M-V/def2-TZVPD

## Properties
Lowest unoccupied orbital energy, eV: 2.57
Orbital gap, eV: 7.14
HOMO energy, eV: -4.6
ΔE to the lowest compared entry with this formula, charge and spin, kJ/mol: 35.20
Calculated total energy, eV: -101636.493
Total charge: -1

Last column: Löwdin charge in e.
Cartesian coordinates (Å):
Cd  0.1376  -0.9778  0.0088  1.03
Cl  -3.8842  -1.3361  0.9883  0.51
Cl  -4.4519  0.5753  -1.1860  0.52
S  2.0034  -0.2876  -1.9328  0.55
S  -0.4618  0.7613  1.7278  0.47
S  0.4517  -3.4326  0.1092  0.40
Si  0.6085  2.8139  4.3800  0.50
O  -2.7922  -2.8336  -2.6535  0.00
O  -1.5379  -1.3996  -1.5120  -0.23
N  1.9979  -0.1203  1.7193  -0.05
N  -0.8584  1.0727  -1.6666  0.05
N  -0.3838  0.0267  -4.9887  0.12
N  -0.3728  0.6895  -2.8931  -0.11
N  0.7954  -0.2794  -4.3634  0.03
C  1.6830  4.3336  4.6733  -0.19
C  -0.9848  3.4228  3.6172  -0.23
C  3.2575  -0.2426  2.1170  -0.16
C  -0.4583  -3.2503  -2.5640  -0.18
C  1.6259  1.5803  3.3872  -0.27
C  -0.3040  -3.5312  -3.9217  -0.06
C  0.2252  2.0248  6.0386  -0.18
C  0.8081  -4.1983  -4.4049  -0.12
C  1.1757  0.7556  2.3252  -0.79
C  1.7758  -4.6247  -3.5022  -0.11
C  1.6229  -4.3678  -2.1528  -0.15
C  0.5203  -3.6653  -1.6467  -0.69
C  -1.0789  0.6187  -4.0738  -0.34
C  0.8186  0.0415  -3.0646  -0.82
C  -2.4731  1.0968  -4.2039  -0.01
C  -4.5171  -1.1282  -0.6454  -0.98
C  2.9502  1.4137  3.7751  -0.11
C  -1.7049  -2.4657  -2.1973  -0.63
C  3.7897  0.5013  3.1520  -0.09
H  1.9328  4.8109  3.7229  0.03
H  -2.8206  0.8901  -5.2126  0.08
H  -0.3082  2.7143  6.6974  0.02
H  2.3776  -4.6973  -1.4499  0.08
H  3.3506  2.0099  4.5899  0.09
H  -2.5441  2.1670  -4.0026  0.08
H  -0.8245  3.8484  2.6259  0.02
H  -0.8819  2.0659  -1.5036  0.10
H  3.8487  -0.9750  1.5768  0.11
H  1.1424  5.0617  5.2834  0.03
H  1.1413  1.7084  6.5429  0.03
H  -1.6883  0.5341  -1.4413  0.02
H  2.6188  4.1052  5.1869  0.02
H  1.4803  -0.8550  -4.8197  0.14
H  0.9103  -4.3972  -5.4650  0.09
H  -5.5613  -1.4153  -0.6425  0.02
H  -3.1073  0.5749  -3.4845  0.03
H  4.8193  0.3772  3.4591  0.09
H  -3.9198  -1.7069  -1.3492  -0.02
H  -1.3921  4.2031  4.2694  0.03
H  -1.7181  2.6259  3.5163  0.00
H  -1.0950  -3.2181  -4.5928  0.11
H  2.6536  -5.1590  -3.8477  0.09
H  -0.3979  1.1393  5.8950  0.03

=====

Record 4
Formula: C19H24ClEuN2O4P
Source: OMol25
Level of theory: ωB97M-V/def2-TZVPD

## Properties
Lowest unoccupied orbital energy (alpha / beta), eV: -8.97 / -7.98
Orbital gap (alpha / beta), eV: 4.90 / 5.89
HOMO energy (alpha / beta), eV: -13.9 / -13.9
ΔE to the lowest compared entry with this formula, charge and spin, kJ/mol: 0.00
2S+1: 8
Calculated total energy, eV: -72388.914
Total charge: +2
<S²>: 15.80

Last column: Löwdin charge in e.
Cartesian coordinates (Å):
Eu  0.7110  -0.4273  0.3228  1.85
Cl  -1.1851  -6.8249  -1.5699  0.74
P  -1.5176  0.5042  2.0123  0.76
O  -0.2728  -4.0529  1.6161  0.13
O  -2.8830  -0.3394  -2.2047  0.08
O  1.7940  0.2252  2.5713  -0.15
O  -0.7821  -0.2246  -1.3545  -0.29
N  2.5135  0.6092  -0.9853  -0.43
N  0.7465  2.1737  0.6212  0.01
C  -2.7521  -3.1661  -1.9421  0.01
C  -0.0584  -2.9483  1.3765  0.01
C  -1.6166  -2.3488  -2.0241  -0.15
C  -3.1845  0.1808  1.3088  -0.23
C  -1.7951  0.3503  3.8165  -0.25
C  2.9335  1.9296  -0.4308  -0.12
C  2.0774  0.7701  -2.3857  -0.06
C  -0.3182  2.9215  1.1014  -0.31
C  1.8072  4.1817  -0.1962  0.03
C  -1.3546  -5.1344  -1.8060  -0.67
C  -0.3464  -2.9494  -2.0962  -0.08
C  1.7553  2.8015  -0.0058  -0.26
C  -0.3156  4.3314  0.8982  0.03
C  -1.8098  -0.8542  -1.8845  -0.57
C  0.7307  4.9586  0.2506  0.01
C  3.5447  -0.4324  -0.8238  -0.09
C  -0.2114  -4.3316  -1.9525  -0.11
C  -2.6280  -4.5513  -1.8131  -0.06
C  -1.3608  2.2655  1.7945  -0.17
H  -3.5108  -5.1783  -1.6979  0.12
H  3.5877  1.7408  0.4339  0.14
H  -3.9359  0.6652  1.9513  0.06
H  -2.7648  0.8032  4.0697  0.06
H  -1.7945  -0.7114  4.1043  0.05
H  3.1210  -1.4293  -1.0497  0.09
H  2.6742  4.6074  -0.6997  0.14
H  0.7305  6.0323  0.0828  0.14
H  2.9294  1.0581  -3.0290  0.12
H  1.6347  -0.1595  -2.7724  0.09
H  3.5103  2.4704  -1.2000  0.14
H  -3.7463  -2.7178  -1.9662  0.13
H  1.5740  -0.0725  3.4750  0.09
H  -2.1622  2.9026  2.1886  0.11
H  4.4211  -0.2721  -1.4785  0.12
H  -3.3669  -0.9052  1.2603  0.06
H  0.5492  -2.3453  -2.2836  0.09
H  1.3222  1.5648  -2.4382  0.10
H  0.7695  -4.7986  -1.9281  0.11
H  -3.2263  0.5851  0.2847  0.05
H  -0.9912  0.8709  4.3571  0.05
H  -1.1598  4.8996  1.2869  0.13
H  3.8829  -0.4279  0.2250  0.09
H  1.7303  1.1998  2.6084  0.06

=====

Record 5
Formula: C19H24ClN3O5S
Source: OMol25
Level of theory: ωB97M-V/def2-TZVPD

## Properties
Lowest unoccupied orbital energy, eV: 0.56
Orbital gap, eV: 9.23
HOMO energy, eV: -8.7
ΔE to the lowest compared entry with this formula, charge and spin, kJ/mol: 0.00
Calculated total energy, eV: -58159.360
Total charge: 0
SMILES: CCOC(=O)c1c(S(=O)(=O)NCC(=O)NCc2ccccc2Cl)c(C)n(C)c1C

Last column: Löwdin charge in e.
Cartesian coordinates (Å):
Cl  -3.1650  -1.9889  1.7606  0.73
S  2.2208  -1.9060  -0.9491  0.67
O  1.2510  -0.6915  2.9247  0.06
O  -0.5326  -0.7998  -1.5423  -0.07
O  3.5424  -2.3489  -0.6137  -0.28
O  1.7814  -2.0609  -2.3017  -0.26
O  -0.6262  1.2531  -2.4428  0.12
N  2.5255  1.7584  0.4502  -0.04
N  1.1714  -2.7894  0.0034  -0.11
N  -0.4019  -0.8818  1.4058  0.05
C  0.7459  -1.2732  1.9842  -0.50
C  -4.4090  -0.3717  0.0111  -0.11
C  -1.9083  -2.6674  -2.1243  -0.05
C  1.4375  1.9462  -0.3448  -0.20
C  -1.5965  -1.2098  -2.4050  -0.20
C  -2.3483  0.4772  0.9629  -0.23
C  1.0956  0.7210  -0.8937  -0.07
C  1.3212  -2.5772  1.4186  -0.13
C  2.9260  0.4519  0.3969  -0.24
C  -4.5557  0.7917  -0.7240  -0.08
C  -3.6147  1.8008  -0.6137  -0.07
C  4.0745  -0.0476  1.1874  0.00
C  0.7945  3.2698  -0.5485  -0.01
C  -2.5252  1.6391  0.2231  -0.03
C  -3.3137  -0.5212  0.8458  -0.60
C  -0.0748  0.4541  -1.7228  -0.44
C  -1.1395  0.2923  1.8326  -0.13
C  3.1683  2.7558  1.2614  0.00
C  2.0558  -0.2219  -0.4247  -0.18
H  -5.4045  0.9055  -1.3804  0.11
H  -2.4646  -0.5649  -2.2226  0.11
H  -1.2711  -1.0714  -3.4401  0.14
H  4.3751  -1.0154  0.7972  0.07
H  -0.6783  -1.2835  0.5225  0.09
H  -0.4942  1.1764  1.7842  0.12
H  -1.0161  -3.2676  -2.2875  0.08
H  0.2338  -2.7716  -0.3629  0.07
H  4.9169  0.6394  1.1355  0.09
H  -2.2544  -2.7993  -1.1010  0.06
H  -1.7920  2.4252  0.3040  0.10
H  2.3935  -2.6019  1.6214  0.12
H  -1.4314  0.1490  2.8807  0.13
H  3.7781  -0.1606  2.2319  0.09
H  -2.6889  -3.0055  -2.7996  0.08
H  -5.1370  -1.1646  -0.0604  0.11
H  -0.0117  3.1546  -1.2673  0.07
H  1.5124  3.9830  -0.9533  0.09
H  0.8515  -3.4060  1.9603  0.14
H  4.1723  2.9677  0.8873  0.10
H  2.5879  3.6743  1.2462  0.09
H  3.2444  2.3987  2.2893  0.11
H  -3.7206  2.7084  -1.1865  0.11
H  0.3982  3.6759  0.3837  0.08